{"formula": "C54H51MgN7OPSSi", "method": "ωB97M-V with the def2-TZVPD basis set", "elements": ["S", "P", "Si", "Mg", "O", "N", "N", "N", "N", "N", "N", "N", "C", "C", "C", "C", "C", "C", "C", "C", "C", "C", "C", "C", "C", "C", "C", "C", "C", "C", "C", "C", "C", "C", "C", "C", "C", "C", "C", "C", "C", "C", "C", "C", "C", "C", "C", "C", "C", "C", "C", "C", "C", "C", "C", "C", "C", "C", "C", "C", "C", "C", "C", "C", "C", "C", "H", "H", "H", "H", "H", "H", "H", "H", "H", "H", "H", "H", "H", "H", "H", "H", "H", "H", "H", "H", "H", "H", "H", "H", "H", "H", "H", "H", "H", "H", "H", "H", "H", "H", "H", "H", "H", "H", "H", "H", "H", "H", "H", "H", "H", "H", "H", "H", "H", "H", "H"], "positions_angstrom": [[-3.05234, 2.27738, 1.97760], [0.76795, -1.89414, 1.52554], [2.69446, 3.00837, 4.08669], [-0.74152, 0.77476, 0.95279], [0.97293, 3.19930, -11.70188], [-2.28450, -0.67838, 1.37061], [-1.86993, 1.23984, 4.18634], [0.93390, 1.05454, -0.51138], [1.51318, 1.87588, -5.35945], [-0.67809, 2.06888, -5.67718], [-1.70882, 1.15069, -0.98145], [-3.98903, 0.81411, 4.11691], [-5.48104, -1.82940, 0.70632], [3.10859, 4.69526, 3.43261], [0.96533, 2.90925, -10.38968], [-6.59975, -2.63282, 0.76602], [4.07274, -1.84465, -0.87395], [2.77195, -1.89963, -0.40390], [5.10171, -1.57338, 0.01837], [-5.36403, 0.70351, 3.68953], [-0.88752, 1.32451, -2.04987], [-0.39275, -6.13025, 0.16571], [-4.41946, -2.08762, 1.56621], [2.83417, 1.46796, -2.47499], [0.72485, 2.36675, -7.66858], [0.93940, -5.77549, 0.18517], [0.33529, -3.56355, 0.92777], [-1.38555, 1.63053, -3.30522], [-1.37275, -5.21930, 0.51750], [1.30561, -4.49838, 0.56989], [0.97107, -2.22127, 3.31791], [-0.43337, 1.81149, -4.34621], [2.23009, 3.26823, -12.33421], [1.12501, -3.51045, 3.82449], [-0.28524, 2.96260, -9.76463], [-2.09493, 0.54323, 5.45560], [1.42535, -3.72504, 5.15770], [1.96427, 2.30904, -8.29298], [3.54292, -1.53035, 1.83799], [-3.59461, 1.61989, -2.39849], [-2.97504, 1.43336, 3.47615], [0.92130, 1.69348, -4.12009], [0.55791, 1.24196, -1.80267], [4.83755, -1.41507, 1.36752], [-2.76663, 1.78998, -3.46899], [1.06204, -1.13921, 4.18447], [-3.57077, 0.13617, 5.34923], [-6.63520, -3.69406, 1.66557], [1.29988, 2.33581, 3.11182], [-1.01177, -3.92996, 0.87642], [-0.40906, 2.69665, -8.43616], [2.08731, 2.58615, -9.63972], [2.22190, 1.12628, -0.21084], [2.49130, -1.77017, 0.94928], [4.11713, 1.81930, 3.95409], [2.12832, 3.14652, 5.86468], [0.50713, 2.10223, -6.26065], [0.50900, 1.75440, 2.36823], [1.55242, -2.64469, 6.03059], [1.47265, 1.44342, -2.82607], [3.22250, 1.31926, -1.17300], [-3.00899, 1.30145, -1.15829], [-3.24393, -1.28540, 1.48397], [1.36701, -1.35898, 5.53656], [-5.56772, -3.95190, 2.50852], [-4.44906, -3.14201, 2.46944], [2.20964, 5.31880, 3.48204], [4.99187, 2.20399, 4.50936], [-7.42175, -2.45970, 0.07430], [-5.43515, -0.96153, 0.04304], [1.95157, -2.04665, -1.09011], [-5.48821, 1.22301, 2.74478], [-5.60903, -4.76717, 3.21232], [3.41166, 4.64411, 2.37342], [2.47972, 1.08918, 0.84527], [4.43488, 1.74375, 2.90951], [1.24877, 3.80076, 5.88286], [6.13476, -1.51328, -0.31158], [3.58762, 1.65670, -3.23835], [-1.35331, 2.72211, -7.92431], [5.64703, -1.21545, 2.07194], [1.59335, -4.73609, 5.52308], [-3.16190, 2.05438, -4.44603], [2.90622, 3.59497, 6.50978], [-5.66342, -0.34453, 3.57798], [3.34736, -1.39875, 2.90220], [-1.93952, 1.24043, 6.27723], [4.26863, -1.98107, -1.92880], [-7.51043, -4.32345, 1.68392], [3.83189, 0.81861, 4.31617], [2.49061, 1.87421, -5.57915], [-3.69545, -0.93706, 5.25407], [1.85003, 2.16820, 6.26833], [2.74979, 2.31831, -12.26167], [-3.59500, -3.30504, 3.11359], [-4.66771, 1.75964, -2.44688], [-4.17611, 0.46964, 6.19642], [1.79818, -2.83769, 7.07571], [2.02307, 3.48216, -13.37147], [2.84758, 4.06641, -11.90125], [3.06796, 2.57343, -10.10977], [1.69740, -6.50285, -0.05999], [1.48316, -0.51202, 6.19468], [2.85725, 2.03711, -7.73468], [-2.41239, -5.51850, 0.49213], [0.95008, -0.12279, 3.80429], [4.24855, 1.36431, -0.83895], [-1.77919, -3.20350, 1.12090], [2.35620, -4.23875, 0.61282], [-1.42140, -0.30616, 5.55689], [1.05133, -4.37502, 3.16726], [-6.03793, 1.17275, 4.41831], [-3.62210, 1.17987, -0.28027], [-1.14588, 3.22518, -10.35810], [3.91840, 5.21069, 3.98944], [-0.68848, -7.12038, -0.13079], [-0.99291, 1.65784, 3.88679]], "atomic_forces_ev_per_a": [[0.0, -0.4, 0.9], [-0.2, 0.1, 0.0], [-0.2, 0.1, 0.4], [0.1, 0.3, 0.0], [-0.1, 0.0, 0.1], [0.5, 0.3, 0.0], [0.3, 0.0, 0.1], [0.3, 0.2, -0.4], [-0.3, 0.0, 0.4], [0.2, -0.1, 0.1], [0.1, 0.1, -0.2], [-0.6, -0.2, 0.0], [-0.1, 0.6, -0.1], [0.5, 0.5, -0.2], [-0.3, 0.1, 0.3], [-0.1, -0.2, -0.3], [0.0, 0.2, 0.1], [-0.1, 0.0, -0.1], [0.5, -0.2, -0.1], [-0.2, 0.3, 0.1], [0.3, -0.2, 0.8], [-0.3, -0.2, 0.0], [0.1, 0.0, 0.0], [0.5, 0.1, -0.4], [-0.3, 0.1, -0.5], [0.2, 0.0, 0.1], [-0.1, 0.0, -0.2], [0.0, 0.2, -0.2], [0.0, 0.2, 0.0], [0.0, 0.0, 0.1], [-0.1, -0.1, -0.1], [0.5, 0.0, -1.0], [0.2, 0.2, 0.0], [0.1, -0.4, -0.2], [-0.1, 0.1, -0.5], [0.1, 0.4, -0.2], [0.0, 0.1, 0.3], [-0.2, -0.1, 0.5], [-0.4, 0.1, 0.2], [0.2, 0.0, 0.7], [-0.4, -0.1, -0.3], [0.1, 0.0, -0.3], [-0.8, -0.1, 0.7], [0.3, 0.1, 0.3], [-0.3, 0.1, -0.5], [0.2, 0.0, 0.5], [0.2, 0.5, -0.3], [-0.2, 0.1, -0.3], [-0.4, -0.5, -0.5], [0.1, 0.1, 0.1], [0.6, -0.2, 0.6], [0.5, 0.1, -0.6], [-0.2, 0.1, 0.2], [0.4, 0.0, 0.6], [0.4, 0.0, 0.0], [0.2, 0.3, 0.1], [-0.3, -0.1, 0.8], [0.2, 0.2, 0.4], [0.0, -0.2, -0.2], [0.3, 0.1, -0.3], [-0.5, 0.1, 0.2], [-0.1, -0.1, -0.4], [-0.4, -0.3, 0.0], [-0.1, 0.0, -0.3], [0.0, 0.0, 0.2], [0.1, 0.0, 0.0], [0.1, 0.0, 0.0], [-0.4, -0.3, 0.0], [0.1, 0.0, 0.3], [0.0, -0.4, 0.1], [-0.1, -0.1, -0.2], [0.1, 0.0, -0.1], [0.0, -0.1, 0.0], [-0.1, 0.0, 0.3], [-0.2, -0.2, -0.2], [-0.1, -0.1, 0.0], [0.1, -0.1, 0.1], [-0.2, 0.0, -0.1], [-0.1, -0.1, 0.1], [-0.3, 0.1, 0.0], [-0.2, 0.0, -0.2], [-0.1, 0.2, -0.1], [0.2, 0.0, 0.1], [-0.3, -0.2, -0.2], [0.1, 0.0, 0.0], [0.0, -0.1, -0.3], [0.1, -0.1, 0.1], [0.1, 0.0, 0.0], [-0.1, -0.1, 0.1], [0.2, 0.3, -0.1], [0.1, 0.0, 0.1], [-0.1, -0.3, -0.1], [0.0, 0.1, 0.0], [0.2, -0.2, 0.0], [0.0, -0.1, 0.0], [0.1, 0.0, -0.1], [0.1, 0.0, -0.1], [-0.1, 0.2, -0.3], [0.0, 0.1, -0.2], [-0.1, -0.1, -0.1], [-0.2, -0.1, 0.2], [0.1, -0.1, -0.1], [0.0, 0.2, 0.1], [-0.1, 0.1, -0.1], [0.0, 0.1, 0.0], [0.0, -0.2, 0.1], [0.1, 0.0, -0.2], [0.2, -0.1, 0.0], [-0.1, 0.0, 0.0], [0.0, 0.0, 0.0], [0.0, 0.2, 0.1], [0.2, -0.1, -0.1], [-0.1, 0.0, 0.1], [-0.1, 0.0, -0.1], [-0.4, -0.3, -0.2], [0.0, -0.3, -0.1], [0.1, 0.0, 0.1]], "energy_ha": -3776.013128, "lumo_energy_ev": -2.42, "homo_ev": -9.652, "charge": 1, "de_lowest_ev": 0.000}

{"formula": "C54H52Br3F3Li2N9O10", "method": "ωB97M-V with the def2-TZVPD basis set", "elements": ["Br", "Br", "Br", "F", "F", "F", "O", "O", "O", "O", "O", "O", "O", "O", "O", "O", "N", "N", "N", "N", "N", "N", "N", "N", "N", "C", "C", "C", "C", "C", "C", "C", "C", "C", "C", "C", "C", "C", "C", "C", "C", "C", "C", "C", "C", "C", "C", "C", "C", "C", "C", "C", "C", "C", "C", "C", "C", "C", "C", "C", "C", "C", "C", "C", "C", "C", "C", "C", "C", "C", "C", "C", "C", "C", "C", "C", "C", "C", "C", "Li", "Li", "H", "H", "H", "H", "H", "H", "H", "H", "H", "H", "H", "H", "H", "H", "H", "H", "H", "H", "H", "H", "H", "H", "H", "H", "H", "H", "H", "H", "H", "H", "H", "H", "H", "H", "H", "H", "H", "H", "H", "H", "H", "H", "H", "H", "H", "H", "H", "H", "H", "H", "H", "H"], "positions_angstrom": [[-5.98903, 37.64464, 23.36040], [-6.31702, 37.89762, 26.48661], [-3.94659, 39.52751, 25.12466], [-7.17345, 31.62570, 28.41321], [-6.16855, 29.89036, 27.72115], [-5.41041, 31.90556, 27.31048], [-8.75966, 30.88229, 26.05529], [-14.53517, 41.19329, 34.40909], [-6.75682, 30.38957, 25.08184], [-2.97821, 24.13963, 20.14512], [-8.43419, 25.16863, 33.07379], [-2.30743, 25.23706, 18.44683], [-8.76679, 23.15595, 33.55334], [-1.76481, 38.70749, 30.63158], [0.15758, 39.71746, 31.05095], [-14.99625, 39.77901, 32.88065], [-9.13462, 24.15295, 33.01374], [-14.45163, 34.99363, 22.98581], [-3.04584, 24.48522, 18.99356], [-3.42397, 35.18135, 13.52467], [-15.84437, 33.04981, 29.62546], [-14.21412, 40.24037, 33.70530], [-8.72026, 23.97064, 24.90830], [-10.02078, 29.48316, 19.43657], [-0.53257, 38.89408, 30.45339], [-11.84994, 40.12120, 34.91461], [-15.93769, 33.55770, 32.04639], [-10.39918, 24.23920, 32.20990], [-10.72176, 25.39774, 31.55283], [-0.29264, 36.73096, 29.16673], [-15.61846, 36.43011, 21.37240], [-10.52284, 31.41139, 18.05673], [-10.34164, 38.44104, 34.15109], [-5.71807, 30.98905, 24.33723], [-5.53544, 23.83319, 16.19807], [-6.52616, 31.15839, 27.41501], [-17.89729, 33.97532, 30.64559], [-15.27779, 33.03938, 30.88572], [-4.38769, 24.26306, 16.88246], [-7.65587, 23.61078, 25.61064], [-5.04172, 37.85110, 25.06977], [-11.16316, 38.06925, 33.16874], [-4.04960, 33.94294, 13.56913], [1.42521, 38.39432, 28.90378], [-7.36219, 31.20979, 26.04414], [0.38092, 35.81355, 28.37797], [1.51748, 36.20647, 27.70678], [2.03048, 37.48960, 28.03521], [-5.10479, 29.85829, 23.53177], [-9.47996, 22.92316, 24.48544], [-9.20659, 21.53632, 24.72350], [-10.28077, 30.79381, 19.28040], [-15.43983, 35.20590, 22.04856], [-10.09647, 28.70133, 18.38677], [-4.76274, 34.23740, 15.83004], [-4.19013, 35.49636, 15.77124], [0.18942, 37.99383, 29.46137], [-17.09739, 33.57663, 29.57125], [-10.36140, 29.16944, 17.07696], [-13.72316, 37.30167, 22.71167], [-4.98616, 22.94660, 18.78267], [-12.41884, 38.62825, 33.01389], [-7.28674, 22.30870, 25.98874], [-11.11510, 23.06019, 31.95610], [-3.53490, 35.99414, 14.63247], [-6.05779, 22.36887, 18.05115], [-10.63113, 39.44752, 35.04020], [-8.07465, 21.23426, 25.52918], [-14.72195, 37.43323, 21.68215], [-13.63185, 36.01953, 23.22250], [-17.30990, 33.94512, 31.92628], [-12.48023, 24.15411, 30.26418], [-6.33157, 22.84477, 16.78189], [-4.16352, 23.90687, 18.16111], [-10.58740, 30.58323, 16.95198], [-12.14806, 23.02649, 31.01810], [-12.84364, 39.67823, 33.88993], [-11.77527, 25.39206, 30.58868], [-4.77278, 33.55919, 14.65441], [-14.01570, 31.21704, 25.53542], [-10.32398, 28.23878, 24.34278], [-12.03086, 26.35469, 30.17105], [-5.78506, 24.14302, 15.19403], [-10.94531, 31.04880, 16.04559], [1.81317, 39.36837, 29.16288], [-10.35334, 23.33967, 24.00573], [-5.14621, 32.55541, 14.51530], [-6.07852, 31.79337, 23.69594], [-13.33765, 24.30889, 29.62600], [-0.13189, 34.86673, 28.29461], [-14.24629, 32.72093, 30.91738], [-15.32311, 33.46395, 32.92950], [2.09850, 35.64558, 26.98969], [-10.72276, 32.46980, 17.97795], [-10.70505, 22.18408, 32.43642], [-7.11989, 24.47222, 25.98082], [-16.16402, 34.40850, 21.97033], [-10.79079, 37.39961, 32.40760], [-4.09940, 30.11375, 23.19703], [-6.71984, 21.67367, 18.54591], [-4.86460, 31.44505, 24.83895], [-4.05936, 33.35499, 12.66325], [-7.15162, 22.38464, 16.25068], [-14.84292, 38.39225, 21.20045], [-18.91381, 34.28241, 30.44869], [-4.96018, 22.65326, 19.82174], [-12.91649, 35.75818, 23.98824], [-12.61528, 22.08573, 30.76689], [-4.92465, 29.04422, 24.23387], [-7.25970, 32.21693, 25.64009], [2.93966, 37.88212, 27.60426], [-2.92422, 36.88362, 14.68052], [-12.98155, 38.46252, 32.10709], [-5.66639, 29.48682, 22.67462], [-4.21138, 36.15606, 16.62607], [-13.09970, 38.11827, 23.04465], [-9.32105, 38.08872, 34.17694], [-9.87208, 20.77956, 24.33511], [-10.19172, 26.32647, 31.70413], [-4.29902, 37.06042, 25.17620], [-6.50284, 22.16149, 26.71692], [-9.77897, 27.67843, 18.52563], [-3.77798, 25.05450, 16.47225], [-9.96922, 39.74967, 35.83831], [-11.92466, 40.96730, 35.58164], [-1.18672, 36.43705, 29.69648], [-10.11945, 31.46618, 20.11004], [-5.21814, 33.73159, 16.66859], [-17.87312, 34.21897, 32.80615], [-10.46911, 28.53176, 16.21200], [-7.84058, 20.20199, 25.74372], [-17.56016, 33.47874, 28.60034], [-16.37848, 36.70664, 20.65666]], "atomic_forces_ev_per_a": [[0.6, 0.1, 0.6], [0.1, -0.2, 0.1], [-0.6, -0.9, -0.2], [-1.6, 1.0, 2.1], [0.3, 0.1, -0.1], [0.6, -0.1, -0.3], [2.3, 0.2, 0.8], [0.9, -0.7, -0.1], [1.1, -0.2, 0.2], [0.0, -0.2, 0.6], [-1.3, 0.0, -0.6], [1.2, 1.3, -0.9], [-0.9, -2.0, 0.2], [2.9, 0.4, -0.5], [-1.0, -1.0, -0.9], [1.3, -0.5, 0.3], [1.3, 2.5, 0.1], [-1.6, 0.4, -2.1], [-1.5, -1.1, -0.5], [-0.5, -0.4, 0.9], [-0.4, 0.7, 2.1], [-0.8, 1.2, 0.4], [-0.5, -2.0, -0.3], [-0.4, 1.2, 1.0], [-1.1, -0.4, 0.3], [-1.5, -0.8, -1.4], [-0.4, -1.2, -2.2], [-0.1, -1.3, -0.5], [-1.2, 0.7, -1.4], [-0.6, 0.6, 1.4], [1.1, -0.5, 0.8], [-0.2, -1.1, 0.4], [2.5, 0.4, 1.4], [0.5, -0.6, -1.2], [0.3, -1.1, 0.5], [-0.5, -1.4, -2.8], [1.6, -0.3, 0.6], [-1.9, 1.5, -0.8], [-0.7, 1.7, -1.7], [0.5, 0.2, 0.9], [0.4, 1.0, -0.5], [-1.2, -0.6, -1.8], [0.8, 3.9, -0.5], [-1.6, -0.8, 0.5], [-3.2, -0.4, -0.6], [-0.7, 0.2, -0.4], [0.9, 1.7, 0.7], [0.0, 0.5, -0.1], [0.7, -0.2, 0.1], [0.5, -0.1, 0.5], [0.7, 2.1, 0.5], [0.9, 0.3, -0.5], [0.5, 0.6, 1.1], [0.5, 0.0, -2.2], [-0.2, 0.7, -0.2], [0.3, 1.1, 0.7], [0.9, 0.3, -0.3], [0.4, -1.3, 0.1], [-0.5, 2.2, 1.0], [-1.8, -0.9, -2.0], [-1.3, -0.3, -0.7], [-0.9, 2.2, 0.7], [-1.3, -0.2, -0.5], [0.9, 0.5, 0.0], [-0.2, -3.6, -1.0], [1.2, 1.4, 0.8], [-2.0, 0.7, -0.1], [-0.6, 1.2, -0.8], [1.3, 0.9, 1.6], [0.2, -0.2, 1.1], [1.3, -0.2, -0.5], [1.4, 3.1, 2.0], [0.2, -0.1, -0.3], [-0.6, -2.0, 2.6], [-0.4, -1.5, -0.1], [0.2, 0.1, -0.6], [2.7, -1.0, 0.7], [0.3, -2.2, 1.1], [0.4, -2.5, -0.9], [0.0, 0.5, 0.2], [1.1, 0.4, 0.3], [-0.2, -0.1, -0.3], [0.3, 0.3, 0.0], [0.4, -0.3, -0.5], [0.3, -0.1, -0.2], [-0.4, -0.9, -0.4], [-0.6, -0.2, 0.6], [-0.5, 0.1, -0.2], [0.0, -0.8, -0.3], [0.4, -0.3, -0.4], [0.0, -0.2, 0.2], [-0.6, 0.4, 0.5], [-0.3, -0.4, 0.1], [0.1, 0.0, 0.1], [-0.4, -0.3, 0.0], [0.5, -0.1, 0.2], [0.0, -0.2, -0.3], [-0.1, -0.2, 0.0], [0.0, 0.3, -0.3], [0.1, -0.2, -0.1], [-0.3, -0.1, 1.1], [0.3, 0.0, -0.1], [-0.2, 0.3, -0.2], [0.0, 0.1, -0.1], [0.0, 0.0, 0.2], [0.7, 0.2, 0.0], [0.4, 0.4, 0.1], [-0.1, -0.1, 0.3], [-0.2, -0.2, -0.1], [0.1, 0.7, 0.5], [0.2, -0.4, -0.3], [-0.3, 0.3, -0.3], [-0.4, -0.4, 0.2], [-0.2, 0.1, 0.1], [0.0, -0.1, 0.3], [0.1, -0.1, -0.1], [0.0, -0.5, 0.0], [0.0, 0.0, 0.0], [0.2, -0.1, 0.2], [-0.5, 0.0, 0.0], [0.2, 0.0, -0.3], [-0.3, -0.3, 0.1], [0.2, -0.1, -0.2], [0.2, 0.0, -0.2], [-1.0, 0.1, -0.1], [-0.2, -0.1, -0.2], [-0.2, -0.3, 0.6], [0.0, 0.6, 0.4], [0.0, 0.1, 0.0], [0.2, -0.1, 0.1], [0.1, 0.0, 0.2], [0.0, 0.4, -0.3], [-0.2, -0.7, 0.0]], "energy_ha": -11369.911933, "lumo_energy_ev": -5.81, "homo_ev": -8.977, "charge": 1}